Entry 1:
{"formula": "C38H51FN3O6PS2Tc", "method": "ωB97M-V/def2-TZVPD", "e_above_lowest_kj_mol": 0.0, "spin_multiplicity": 4, "lumo_ev": [-0.08, -0.49], "total_charge": 0, "symbols": ["Tc", "C", "N", "C", "C", "C", "C", "C", "C", "C", "C", "H", "H", "H", "H", "H", "H", "H", "H", "H", "H", "H", "H", "C", "C", "C", "C", "C", "C", "C", "F", "C", "C", "C", "O", "C", "C", "N", "C", "C", "O", "O", "H", "H", "H", "H", "H", "H", "H", "H", "H", "H", "H", "C", "C", "C", "C", "O", "H", "H", "H", "H", "H", "H", "H", "H", "H", "C", "C", "C", "O", "P", "S", "S", "O", "C", "C", "C", "H", "H", "H", "H", "H", "H", "H", "H", "H", "H", "H", "H", "H", "H", "C", "C", "C", "N", "C", "C", "H", "H", "H", "H", "H"], "coordinates": [[0.713, -0.133, 0.976], [-1.206, -3.179, 2.131], [-0.329, -2.177, 2.699], [-0.997, -1.429, 3.748], [0.910, -2.765, 3.182], [1.910, -1.684, 3.495], [2.750, -1.839, 4.592], [3.661, -0.860, 4.940], [3.732, 0.284, 4.168], [2.899, 0.428, 3.073], [1.962, -0.535, 2.693], [-1.522, -3.928, 2.872], [-0.698, -3.695, 1.317], [-2.089, -2.695, 1.726], [-1.361, -2.087, 4.555], [-1.833, -0.886, 3.315], [-0.303, -0.704, 4.167], [1.303, -3.424, 2.397], [0.729, -3.388, 4.075], [2.693, -2.741, 5.183], [4.303, -0.988, 5.800], [4.431, 1.069, 4.421], [2.987, 1.328, 2.482], [-4.343, 0.046, -4.405], [-5.213, 0.512, -3.235], [-6.447, -0.385, -3.134], [-7.181, -0.168, -1.816], [-6.231, -0.466, -0.692], [-6.652, -1.051, 0.481], [-5.733, -1.315, 1.491], [-6.173, -1.887, 2.631], [-4.404, -1.009, 1.358], [-3.947, -0.416, 0.177], [-2.517, -0.089, 0.037], [-1.697, -0.536, 0.857], [-2.234, 0.775, -1.069], [-3.189, 1.015, -2.005], [-4.421, 0.459, -2.006], [-4.867, -0.149, -0.859], [-0.884, 1.470, -1.290], [-0.916, 2.593, -1.767], [0.145, 0.798, -0.998], [-4.951, -0.075, -5.298], [-3.882, -0.911, -4.168], [-3.548, 0.751, -4.623], [-5.535, 1.552, -3.388], [-6.139, -1.431, -3.195], [-7.103, -0.176, -3.981], [-8.054, -0.821, -1.748], [-7.532, 0.867, -1.754], [-7.689, -1.301, 0.636], [-3.709, -1.212, 2.157], [-2.953, 1.693, -2.814], [0.335, 2.999, 3.633], [-0.085, 2.758, 2.167], [-1.568, 3.168, 2.013], [0.792, 3.603, 1.228], [0.059, 1.431, 1.855], [0.136, 4.028, 3.919], [1.391, 2.788, 3.760], [-0.226, 2.331, 4.282], [-1.714, 4.193, 2.346], [-2.191, 2.505, 2.613], [-1.873, 3.094, 0.970], [0.704, 4.660, 1.469], [0.479, 3.446, 0.198], [1.827, 3.286, 1.343], [3.684, 3.463, -1.370], [2.822, 3.263, -2.606], [3.653, 3.328, -3.881], [2.066, 2.047, -2.581], [2.451, 0.593, -2.129], [1.409, -0.744, -3.145], [2.785, 0.505, -0.043], [3.989, 0.571, -2.657], [4.996, -0.421, -2.509], [5.902, -0.075, -1.331], [4.432, -1.823, -2.360], [4.210, 4.411, -1.450], [4.415, 2.664, -1.281], [3.063, 3.474, -0.480], [2.040, 4.033, -2.633], [4.470, 2.616, -3.820], [4.056, 4.330, -4.012], [3.034, 3.082, -4.741], [5.573, -0.356, -3.441], [5.336, -0.106, -0.404], [6.323, 0.920, -1.448], [6.713, -0.796, -1.278], [3.770, -1.834, -1.499], [5.234, -2.538, -2.203], [3.860, -2.107, -3.237], [1.570, -4.250, -1.445], [0.385, -3.546, -1.573], [0.189, -2.403, -0.823], [1.083, -1.932, 0.059], [2.214, -2.646, 0.203], [2.497, -3.785, -0.520], [1.778, -5.112, -2.059], [-0.371, -3.855, -2.273], [-0.720, -1.837, -0.942], [2.930, -2.245, 0.911], [3.446, -4.282, -0.380]]}

Entry 2:
{"formula": "C38H51N3OOsP2Se", "method": "ωB97M-V/def2-TZVPD", "e_above_lowest_kj_mol": 0.0, "spin_multiplicity": 5, "lumo_ev": [-4.88, -7.68], "total_charge": 2, "symbols": ["Os", "C", "C", "C", "P", "C", "C", "C", "C", "C", "C", "C", "C", "C", "C", "N", "C", "C", "C", "C", "C", "C", "C", "P", "C", "C", "C", "C", "C", "C", "H", "H", "H", "H", "H", "H", "H", "H", "H", "H", "H", "H", "H", "H", "H", "H", "H", "H", "H", "H", "H", "H", "H", "H", "H", "H", "H", "H", "H", "H", "H", "H", "H", "H", "H", "H", "H", "H", "H", "H", "Se", "C", "C", "C", "C", "C", "C", "H", "H", "H", "H", "H", "N", "C", "O", "C", "C", "C", "N", "C", "C", "H", "H", "H", "H", "H", "H"], "coordinates": [[0.487, 0.170, -0.316], [-1.887, 3.094, -3.587], [-0.797, 2.690, -2.600], [-0.785, 3.646, -1.408], [-1.011, 0.945, -1.986], [-1.406, -0.113, -3.456], [-1.569, -1.546, -2.959], [-0.311, -0.025, -4.510], [-2.519, 0.972, -0.971], [-3.820, 0.932, -1.441], [-4.906, 0.924, -0.563], [-6.303, 0.910, -1.080], [-4.643, 0.894, 0.808], [-3.356, 0.956, 1.296], [-2.261, 1.043, 0.419], [-0.946, 1.110, 0.840], [-0.610, 1.806, 1.968], [-1.438, 2.787, 2.554], [-1.030, 3.480, 3.669], [0.209, 3.241, 4.273], [0.652, 4.026, 5.456], [1.048, 2.297, 3.681], [0.676, 1.615, 2.538], [1.825, 0.572, 1.596], [3.248, 1.708, 1.149], [2.641, 3.021, 0.657], [4.306, 1.948, 2.215], [2.525, -0.681, 2.770], [1.407, -1.446, 3.464], [3.471, -1.603, 2.009], [-1.749, 4.138, -3.861], [-2.872, 2.996, -3.134], [-1.852, 2.507, -4.499], [0.184, 2.717, -3.091], [-1.772, 3.707, -0.954], [-0.502, 4.646, -1.731], [-0.074, 3.328, -0.645], [-2.355, 0.236, -3.879], [-0.616, -1.922, -2.578], [-1.892, -2.195, -3.770], [-2.310, -1.597, -2.162], [0.658, -0.297, -4.089], [-0.231, 0.969, -4.942], [-0.527, -0.720, -5.318], [-4.014, 0.894, -2.504], [-6.366, 1.428, -2.033], [-6.995, 1.370, -0.378], [-6.630, -0.119, -1.240], [-5.462, 0.813, 1.507], [-3.186, 0.897, 2.362], [-2.388, 3.029, 2.098], [-1.682, 4.232, 4.086], [-0.168, 4.180, 6.153], [0.999, 5.011, 5.133], [1.470, 3.531, 5.972], [2.013, 2.104, 4.127], [3.736, 1.215, 0.294], [2.215, 3.584, 1.485], [1.850, 2.821, -0.074], [3.393, 3.642, 0.177], [3.898, 2.444, 3.090], [5.070, 2.599, 1.793], [4.793, 1.026, 2.520], [3.083, -0.114, 3.523], [0.825, -2.033, 2.755], [0.734, -0.764, 3.980], [1.838, -2.127, 4.194], [2.915, -2.218, 1.300], [3.983, -2.264, 2.704], [4.227, -1.043, 1.459], [2.369, -0.097, -1.757], [3.163, -1.478, -2.834], [4.296, -1.093, -3.553], [4.935, -2.011, -4.361], [4.454, -3.308, -4.456], [3.331, -3.687, -3.736], [2.678, -2.777, -2.927], [4.663, -0.080, -3.470], [5.812, -1.718, -4.914], [4.947, -4.021, -5.096], [2.965, -4.699, -3.805], [1.798, -3.077, -2.377], [-2.104, -6.780, 1.381], [-2.394, -5.576, 1.902], [-3.137, -5.415, 2.841], [-1.706, -4.376, 1.286], [-2.134, -3.131, 1.739], [-1.508, -1.988, 1.289], [-0.499, -2.005, 0.416], [-0.089, -3.194, -0.020], [-0.651, -4.398, 0.377], [-2.549, -7.581, 1.799], [-1.538, -6.923, 0.564], [-2.936, -3.079, 2.460], [-1.819, -1.026, 1.661], [0.750, -3.194, -0.705], [-0.235, -5.312, -0.017]]}

Entry 3:
{"formula": "C38H52F24O22", "method": "ωB97M-V/def2-TZVPD", "smiles": "CCOC(=O)C(F)(F)F.CCOC(=O)C(F)(F)F.CCOC(=O)C(F)(F)F.CCOC(=O)C(F)(F)F.CCOC(=O)C(F)(F)F.CCOC(=O)C(F)(F)F.CCOC(=O)C(F)(F)F.CCOC(=O)C(F)(F)F.COC(=O)OC.COC(=O)OC", "lumo_ev": 0.27, "total_charge": 0, "symbols": ["C", "C", "O", "C", "O", "C", "F", "F", "F", "H", "H", "H", "H", "H", "C", "C", "O", "C", "O", "C", "F", "F", "F", "H", "H", "H", "H", "H", "C", "C", "O", "C", "O", "C", "F", "F", "F", "H", "H", "H", "H", "H", "C", "C", "O", "C", "O", "C", "F", "F", "F", "H", "H", "H", "H", "H", "C", "C", "O", "C", "O", "C", "F", "F", "F", "H", "H", "H", "H", "H", "C", "C", "O", "C", "O", "C", "F", "F", "F", "H", "H", "H", "H", "H", "C", "C", "O", "C", "O", "C", "F", "F", "F", "H", "H", "H", "H", "H", "C", "C", "O", "C", "O", "C", "F", "F", "F", "H", "H", "H", "H", "H", "C", "O", "C", "O", "O", "C", "H", "H", "H", "H", "H", "H", "C", "O", "C", "O", "O", "C", "H", "H", "H", "H", "H", "H"], "coordinates": [[6.179, -0.981, -1.721], [6.355, 0.565, -1.894], [5.968, 1.211, -0.576], [4.964, 2.058, -0.552], [4.263, 2.514, -1.452], [4.620, 2.499, 0.892], [3.423, 2.376, 1.269], [5.403, 1.851, 1.780], [5.055, 3.816, 0.974], [6.417, -1.450, -2.668], [5.067, -1.124, -1.560], [6.791, -1.432, -0.932], [5.700, 0.926, -2.686], [7.367, 0.999, -2.070], [-2.317, 0.065, 3.284], [-1.232, 1.060, 3.329], [-0.027, 0.265, 3.449], [0.932, 0.801, 4.189], [0.985, 1.955, 4.511], [2.032, -0.250, 4.379], [2.305, -0.417, 5.699], [1.730, -1.486, 3.961], [3.127, 0.143, 3.751], [-3.274, 0.492, 3.288], [-2.345, -0.626, 4.176], [-2.319, -0.600, 2.377], [-1.356, 1.695, 4.158], [-1.157, 1.631, 2.395], [4.459, 8.114, -0.478], [4.180, 6.674, -0.590], [2.838, 6.524, -1.217], [2.092, 5.587, -0.633], [2.387, 4.902, 0.300], [0.758, 5.431, -1.333], [-0.081, 6.363, -0.910], [0.833, 5.485, -2.686], [0.327, 4.248, -1.047], [5.547, 8.314, -0.493], [4.138, 8.540, 0.436], [3.964, 8.713, -1.244], [4.221, 6.247, 0.431], [4.940, 6.165, -1.181], [-6.726, -2.220, -1.946], [-7.494, -1.546, -0.877], [-6.696, -1.636, 0.373], [-7.270, -1.083, 1.398], [-8.405, -0.653, 1.445], [-6.402, -1.089, 2.726], [-5.725, -2.205, 2.799], [-5.414, -0.093, 2.772], [-7.144, -0.945, 3.771], [-7.339, -2.276, -2.841], [-6.360, -3.227, -1.666], [-5.858, -1.605, -2.143], [-8.388, -2.090, -0.632], [-7.831, -0.528, -1.055], [-3.518, -3.764, -0.411], [-2.218, -3.579, -1.188], [-2.438, -3.183, -2.571], [-1.347, -2.848, -3.158], [-0.249, -2.942, -2.709], [-1.448, -2.493, -4.656], [-2.657, -2.220, -5.069], [-0.599, -1.489, -4.958], [-0.909, -3.570, -5.388], [-3.208, -4.111, 0.619], [-4.164, -4.511, -0.901], [-4.060, -2.851, -0.319], [-1.612, -4.484, -1.091], [-1.606, -2.723, -0.793], [3.785, -5.270, -0.597], [2.386, -5.256, -1.216], [2.462, -4.726, -2.551], [2.625, -3.438, -2.704], [2.652, -2.584, -1.867], [2.887, -3.078, -4.251], [2.427, -1.854, -4.557], [4.179, -3.114, -4.447], [2.347, -3.897, -5.099], [4.221, -4.292, -0.478], [4.462, -5.936, -1.151], [3.633, -5.734, 0.355], [1.799, -4.571, -0.656], [2.033, -6.262, -1.268], [-0.397, -4.023, 2.322], [-1.324, -3.170, 3.135], [-0.909, -3.143, 4.513], [-1.357, -4.137, 5.226], [-1.976, -5.086, 4.817], [-0.987, -4.028, 6.667], [-0.780, -2.847, 7.124], [-1.977, -4.584, 7.341], [0.142, -4.667, 6.938], [-0.648, -3.797, 1.255], [-0.543, -5.060, 2.541], [0.696, -3.788, 2.499], [-2.356, -3.536, 2.984], [-1.252, -2.197, 2.650], [1.309, 3.036, -4.254], [2.252, 1.816, -4.089], [3.119, 1.624, -5.225], [4.098, 0.761, -5.169], [4.511, 0.099, -4.238], [4.708, 0.702, -6.591], [5.788, -0.075, -6.585], [3.885, 0.115, -7.477], [5.158, 1.863, -7.066], [1.858, 3.983, -4.372], [0.877, 2.986, -3.223], [0.521, 3.032, -5.007], [1.614, 0.934, -4.033], [2.818, 2.000, -3.207], [-3.547, 0.262, -0.776], [-2.526, -0.551, -0.262], [-1.281, 0.019, -0.333], [-1.029, 1.084, -0.782], [-0.510, -0.835, 0.298], [0.909, -0.613, 0.425], [-3.160, 1.230, -0.907], [-4.417, 0.163, -0.096], [-3.763, -0.093, -1.824], [1.067, 0.366, 0.894], [1.335, -0.715, -0.591], [1.301, -1.381, 1.075], [-3.307, 4.486, 5.718], [-3.330, 3.483, 4.650], [-3.686, 3.992, 3.477], [-4.252, 5.024, 3.315], [-3.412, 3.118, 2.471], [-3.789, 3.513, 1.150], [-2.518, 4.155, 6.369], [-4.244, 4.384, 6.256], [-3.162, 5.439, 5.281], [-4.762, 4.037, 1.164], [-3.790, 2.550, 0.611], [-3.047, 4.182, 0.793]]}

Entry 4:
{"formula": "C38H52N2O2P2Sn", "method": "ωB97M-V/def2-TZVPD", "lumo_ev": [-8.73, -8.80], "total_charge": 2, "symbols": ["Sn", "C", "C", "C", "C", "C", "C", "H", "H", "H", "C", "H", "H", "H", "C", "H", "H", "H", "C", "H", "H", "H", "C", "H", "H", "H", "C", "C", "C", "C", "C", "C", "C", "C", "H", "H", "H", "H", "H", "H", "H", "H", "H", "H", "H", "H", "P", "C", "C", "P", "C", "C", "C", "H", "H", "H", "H", "H", "H", "H", "H", "H", "H", "H", "H", "H", "H", "O", "C", "N", "C", "C", "O", "N", "C", "C", "C", "C", "C", "C", "C", "C", "C", "C", "C", "C", "H", "H", "H", "H", "H", "H", "H", "H", "H", "H", "H"], "coordinates": [[0.060, 1.652, -3.237], [-0.856, -2.275, 0.925], [0.444, -2.395, 0.360], [0.611, -1.096, 2.253], [-0.753, -1.469, 2.091], [1.350, -1.668, 1.181], [-2.094, -2.925, 0.449], [-1.978, -3.303, -0.572], [-2.937, -2.221, 0.468], [-2.370, -3.779, 1.087], [-1.847, -1.094, 2.998], [-2.812, -1.421, 2.595], [-1.869, 0.001, 3.129], [-1.719, -1.544, 3.994], [1.150, -0.294, 3.365], [1.209, -0.876, 4.298], [0.498, 0.570, 3.556], [2.154, 0.075, 3.128], [2.813, -1.572, 1.006], [3.344, -2.284, 1.659], [3.171, -0.566, 1.264], [3.103, -1.792, -0.027], [0.806, -3.205, -0.822], [1.072, -4.236, -0.536], [1.669, -2.777, -1.346], [-0.029, -3.268, -1.531], [-1.347, 2.476, -5.264], [-2.001, 1.066, -4.876], [-1.585, -0.078, -5.834], [-0.121, -0.522, -5.733], [0.731, 0.111, -4.652], [1.466, 1.346, -4.884], [1.170, 2.236, -6.069], [-0.311, 2.470, -6.424], [-1.802, 0.245, -6.863], [0.355, -0.393, -6.719], [-2.241, -0.945, -5.665], [-0.620, 1.788, -7.225], [-2.216, 3.019, -5.690], [-3.082, 1.229, -5.053], [-0.368, 3.477, -6.865], [1.665, 3.212, -5.911], [2.521, 1.325, -4.579], [1.655, 1.807, -6.966], [-0.108, -1.606, -5.543], [1.211, -0.622, -3.988], [-2.329, 0.483, -3.111], [-3.781, 1.339, -2.439], [-2.744, -1.281, -3.169], [4.740, 2.469, -1.647], [-0.884, 3.355, -4.120], [4.381, 0.840, -2.405], [3.442, 3.406, -2.533], [-3.456, 1.949, -1.581], [-4.498, 0.584, -2.085], [-4.253, 1.978, -3.196], [-2.227, -1.825, -3.970], [-3.830, -1.386, -3.299], [-2.447, -1.731, -2.210], [3.006, 2.884, -3.407], [3.903, 4.357, -2.856], [2.648, 3.613, -1.790], [-1.686, 3.727, -3.475], [-0.159, 4.132, -4.395], [4.735, 0.085, -1.683], [4.999, 0.779, -3.315], [3.317, 0.656, -2.633], [0.135, 2.872, -1.279], [-0.242, 2.962, -0.072], [-0.367, 4.181, 0.557], [-0.470, 4.006, 1.972], [-0.806, 2.494, 1.992], [-1.223, 1.932, 3.021], [-0.560, 1.945, 0.773], [0.889, 4.214, 2.653], [1.089, 3.682, 3.932], [2.312, 3.844, 4.584], [3.334, 4.574, 3.970], [3.126, 5.137, 2.705], [1.902, 4.956, 2.042], [-1.585, 4.835, 2.595], [-1.371, 5.686, 3.689], [-2.461, 6.299, 4.318], [-3.756, 6.111, 3.827], [-3.951, 5.330, 2.678], [-2.864, 4.710, 2.055], [-0.110, 5.035, 0.075], [0.266, 3.137, 4.410], [2.449, 3.398, 5.572], [4.288, 4.711, 4.479], [3.904, 5.723, 2.217], [1.741, 5.411, 1.059], [-0.358, 5.861, 4.060], [-2.282, 6.920, 5.198], [-4.605, 6.575, 4.328], [-4.949, 5.191, 2.267], [-3.013, 4.113, 1.151]]}

| no. | strongest force on any atom (eV/A) |
| --- | --- |
| 1 | 2.210 |
| 2 | 1.578 |
| 3 | 4.574 |
| 4 | 4.258 |